[1]
Formula: C48H128N10O24
Source: OMol25
Level of theory: the ωB97M-V functional and the def2-TZVPD basis

The highest occupied orbital energy is -7.92 eV. Its total energy is -4258.55205 hartree. Its orbital gap is 8.31 eV. For the LUMO energy, the calculation gives 0.388 eV.

Atoms and positions in Å:
1 C 1.9227 -3.2284 -0.4408
2 C 3.3786 -2.8132 0.1040
3 O 3.7872 -3.6420 1.1527
4 O 0.8608 -3.0316 0.4145
5 H 1.8729 -4.2980 -0.6448
6 H 1.8407 -2.7374 -1.4104
7 H 3.3296 -1.8384 0.5892
8 H 4.1275 -2.8866 -0.6846
9 H 4.6489 -3.3428 1.4518
10 H 1.0173 -2.1580 0.7805
11 C -0.8951 -4.8395 -4.1766
12 C 0.1263 -3.7775 -4.3342
13 O -0.0994 -2.7748 -3.3893
14 O -0.7918 -5.5496 -2.9508
15 H -0.6943 -5.5891 -4.9421
16 H -1.9259 -4.5013 -4.2821
17 H 0.2084 -3.3698 -5.3417
18 H 1.0955 -4.2125 -4.0904
19 H -0.7943 -2.9492 -2.7504
20 H -1.3786 -5.0867 -2.3484
21 C -3.9753 2.8801 -2.1682
22 C -2.8648 3.8967 -1.8061
23 O -2.3804 3.5558 -0.4675
24 O -3.3740 1.5337 -2.3045
25 H -4.4211 3.1126 -3.1354
26 H -4.7328 2.9269 -1.3859
27 H -3.2653 4.9103 -1.8276
28 H -2.0042 3.9460 -2.4731
29 H -2.1834 2.6163 -0.4659
30 H -4.0275 0.8523 -2.1305
31 C 0.6537 0.1189 -1.1645
32 C -0.8156 -0.0517 -0.8301
33 O -1.3089 0.9501 0.1893
34 O 1.4633 -0.0794 -0.0482
35 H 0.8133 1.1250 -1.5522
36 H 0.9079 -0.6248 -1.9198
37 H -0.9942 -0.9971 -0.3179
38 H -1.4661 0.0460 -1.6992
39 H -2.1792 0.6456 0.4567
40 H 2.3307 0.3074 -0.1884
41 C -2.6933 3.4522 4.4752
42 C -1.8911 3.3908 3.1890
43 O -2.4265 4.2753 2.1956
44 O -2.0495 2.7720 5.5344
45 H -3.6627 2.9653 4.3690
46 H -2.9494 4.4271 4.8900
47 H -1.9976 2.3561 2.8632
48 H -0.8691 3.6513 3.4642
49 H -2.3446 3.8299 1.3492
50 H -2.7076 2.5082 6.1817
51 C -2.4305 -3.9635 -0.4915
52 O -2.1021 -3.4020 -1.4904
53 N -1.6061 -4.2311 0.5048
54 N -3.6451 -4.5131 -0.3904
55 H -1.8426 -4.9061 1.2179
56 H -0.6418 -3.9310 0.4898
57 H -3.8865 -4.9341 0.4954
58 H -4.3019 -4.3868 -1.1473
59 C 5.2060 -0.1989 -1.5245
60 O 3.9707 -0.1231 -1.4404
61 N 5.7931 -1.2539 -1.9243
62 N 6.0683 0.6892 -1.0345
63 H 6.7121 -1.1137 -2.3190
64 H 5.1435 -1.8898 -2.3644
65 H 7.0543 0.4849 -1.1126
66 H 5.6683 1.5601 -0.7157
67 C 3.1816 7.8071 5.4902
68 O 2.3744 6.7827 4.9836
69 C 2.3160 6.7381 3.5786
70 C 1.2601 5.6482 3.1085
71 N 1.5844 5.3095 1.7028
72 C 0.5566 4.5704 1.0109
73 C 0.9042 4.6063 -0.5330
74 O 0.8211 5.9750 -1.0806
75 C 1.1618 5.8979 -2.4632
76 H 2.8149 8.8297 5.4013
77 H 4.1374 7.8038 4.9662
78 H 3.3584 7.6854 6.5588
79 H 3.3299 6.5350 3.2338
80 H 2.0702 7.7302 3.1999
81 H 0.2224 5.9272 3.2916
82 H 1.3989 4.7263 3.6733
83 H 2.0597 6.0520 1.2100
84 H -0.3858 5.0888 1.1875
85 H 0.6345 3.5401 1.3581
86 H 0.1042 3.9663 -0.9052
87 H 1.9239 4.2876 -0.7496
88 H 0.9493 6.8300 -2.9868
89 H 0.6117 5.1683 -3.0574
90 H 2.2430 5.8188 -2.5766
91 C 3.4944 3.9382 8.8059
92 O 3.0042 2.6847 8.2893
93 C 2.1066 2.8739 7.1333
94 C 1.7564 1.5167 6.4996
95 N 2.6397 1.1955 5.3736
96 C 2.3513 1.9680 4.1949
97 C 3.0961 1.5448 2.9962
98 O 4.4688 1.9866 3.1541
99 C 4.7579 3.2503 2.5581
100 H 2.6580 4.6325 8.8871
101 H 4.3122 4.2794 8.1711
102 H 3.8316 3.7816 9.8305
103 H 2.5418 3.5022 6.3562
104 H 1.2863 3.4678 7.5363
105 H 0.6979 1.5604 6.2428
106 H 1.9423 0.7681 7.2698
107 H 3.6051 1.3854 5.6020
108 H 2.5132 3.0244 4.4090
109 H 1.3009 1.9864 3.9045
110 H 2.6546 2.0633 2.1451
111 H 2.9101 0.4803 2.8539
112 H 5.1959 3.2176 1.5605
113 H 5.4705 3.6547 3.2770
114 H 3.8666 3.8493 2.3709
115 C -6.2304 -0.6868 -6.2217
116 O -4.9211 -0.2137 -6.1877
117 C -4.8858 1.1430 -5.7802
118 C -3.5750 1.8868 -6.0360
119 N -2.5828 1.5360 -5.0383
120 C -1.4341 2.4133 -5.2521
121 C -0.1917 1.8340 -4.5723
122 O 0.7820 2.8505 -4.4920
123 C 2.1066 2.3746 -4.1604
124 H -6.7640 -0.4271 -5.3074
125 H -6.1471 -1.7551 -6.4215
126 H -6.6900 -0.2164 -7.0910
127 H -5.0024 0.9537 -4.7132
128 H -5.7232 1.7401 -6.1415
129 H -3.7617 2.9506 -5.8892
130 H -3.1723 1.7470 -7.0392
131 H -2.8958 1.6082 -4.0807
132 H -1.5386 3.4489 -4.9284
133 H -1.1087 2.3953 -6.2922
134 H 0.0778 0.9313 -5.1206
135 H -0.2874 1.6147 -3.5089
136 H 2.5293 1.5448 -4.7269
137 H 2.0667 2.1363 -3.0975
138 H 2.7846 3.2279 -4.1418
139 C -1.4031 -0.3556 3.3657
140 O -1.7382 -1.2409 4.4092
141 C -2.2218 -2.4853 3.9394
142 C -2.5350 -3.4272 5.1034
143 N -3.2596 -4.6435 4.7554
144 C -3.5791 -5.4835 5.9425
145 C -4.5453 -6.6380 5.7264
146 O -5.7140 -6.3397 4.9614
147 C -6.6160 -7.4066 4.9789
148 H -0.5137 -0.5867 2.7795
149 H -1.3613 0.5840 3.9166
150 H -2.2096 -0.1798 2.6539
151 H -1.4862 -2.9148 3.2593
152 H -3.0821 -2.3388 3.2862
153 H -3.0824 -2.8466 5.8459
154 H -1.5738 -3.5812 5.5938
155 H -4.1629 -4.3386 4.4220
156 H -3.8458 -4.9457 6.8524
157 H -2.6270 -5.9377 6.2169
158 H -4.8396 -6.9340 6.7333
159 H -3.9669 -7.4825 5.3518
160 H -6.3258 -8.0498 4.1481
161 H -7.6337 -7.0921 4.7477
162 H -6.6729 -8.0520 5.8555
163 C 3.1722 -1.9110 -4.0873
164 O 4.1342 -2.7504 -3.5907
165 C 4.7770 -3.6329 -4.5186
166 C 6.1881 -4.0465 -4.0665
167 N 7.1252 -2.9577 -4.3193
168 C 8.3311 -3.1906 -3.5359
169 C 9.1216 -1.8141 -3.4714
170 O 8.2687 -0.7594 -2.9531
171 C 8.9567 0.4340 -2.6912
172 H 2.4904 -1.5266 -3.3287
173 H 2.5586 -2.3920 -4.8491
174 H 3.6849 -1.0765 -4.5657
175 H 4.8899 -3.1836 -5.5052
176 H 4.1713 -4.5121 -4.7384
177 H 6.4655 -4.9780 -4.5600
178 H 6.1951 -4.2966 -3.0056
179 H 6.8164 -2.0122 -4.1437
180 H 9.0023 -3.8978 -4.0231
181 H 8.1266 -3.5628 -2.5320
182 H 9.3474 -1.5607 -4.5072
183 H 10.0327 -1.8046 -2.8732
184 H 9.3934 0.9088 -3.5698
185 H 9.7075 0.2410 -1.9250
186 H 8.2366 1.1503 -2.2956
187 C -4.6122 1.0905 1.8759
188 O -4.0257 0.1758 0.9554
189 C -4.6670 -1.0684 0.7142
190 C -5.1279 -1.3803 -0.7600
191 N -3.9381 -1.2252 -1.6873
192 C -4.1824 -1.5626 -3.0844
193 C -4.7941 -2.9455 -3.4111
194 O -6.1761 -3.0192 -2.9510
195 C -6.9359 -4.2245 -3.2957
196 H -4.5560 0.6257 2.8602
197 H -5.6881 1.0098 1.7211
198 H -4.0218 2.0042 1.9453
199 H -5.5072 -1.2031 1.3953
200 H -3.9217 -1.8340 0.9297
201 H -5.8752 -0.6342 -1.0300
202 H -5.5195 -2.3947 -0.6845
203 H -3.2404 -1.9154 -1.4484
204 H -3.2316 -1.5374 -3.6168
205 H -4.7830 -0.7604 -3.5131
206 H -4.2778 -3.7781 -2.9333
207 H -4.7750 -3.2548 -4.4561
208 H -6.3553 -5.1019 -3.0107
209 H -6.9757 -4.3985 -4.3710
210 H -7.9211 -4.3541 -2.8477

---

[2]
Formula: C48H129N21O6P6
Source: OMol25
Level of theory: the ωB97M-V functional and the def2-TZVPD basis

Its total charge is +1. As for the multiplicity: 2. The highest occupied orbital energy (alpha / beta) is -9.37 / -9.37 eV. The expectation value of S² is 0.76. Its total energy is -5555.34166 hartree. Its orbital gap (alpha / beta) is 6.84 / 2.12 eV. For the LUMO energy (alpha / beta), the calculation gives -2.532 / -7.255 eV.

Atoms and positions in Å:
1 C -0.2549 -8.2552 -1.5772
2 C 0.3222 -6.8019 -1.2760
3 C 0.5983 -6.0627 -2.5453
4 C 1.8923 -5.3497 -2.3445
5 N 2.9262 -4.9075 -2.1361
6 H -0.2168 -8.8539 -0.6671
7 H 0.3552 -8.8632 -2.2452
8 H -1.2517 -8.3330 -2.0113
9 H 1.2333 -6.8530 -0.6799
10 H -0.4253 -6.2552 -0.7013
11 H -0.1630 -5.3338 -2.8230
12 H 0.6871 -6.7545 -3.3830
13 C -2.6513 4.7297 -6.7102
14 C -2.9558 4.2295 -5.3487
15 C -3.5791 2.7584 -5.2807
16 C -4.8455 2.6161 -5.9161
17 N -5.8929 2.6106 -6.4333
18 H -3.4018 4.4466 -7.4483
19 H -1.7199 4.2397 -6.9939
20 H -2.3588 5.7793 -6.6805
21 H -3.7644 4.7675 -4.8539
22 H -2.0516 4.3828 -4.7596
23 H -3.4661 2.4231 -4.2497
24 H -2.9661 2.0599 -5.8501
25 C -0.7986 -2.5754 4.3376
26 C -2.0357 -2.2397 3.3658
27 C -3.3812 -1.7291 3.9875
28 C -3.1812 -1.3181 5.3429
29 N -3.1258 -1.0259 6.4555
30 H -1.2057 -2.7248 5.3376
31 H -0.0579 -1.7777 4.3931
32 H -0.2629 -3.4954 4.1036
33 H -2.2999 -3.1784 2.8788
34 H -1.7443 -1.5677 2.5586
35 H -4.1201 -2.5239 3.8847
36 H -3.7148 -0.8962 3.3685
37 O -1.9098 -2.8335 -0.2970
38 P -1.4993 -1.4552 -0.8027
39 N -2.9149 -0.4686 -1.0517
40 C -3.9416 -1.2224 -1.7997
41 C -3.6138 0.0651 0.0493
42 N -0.7830 -1.3620 -2.3248
43 C 0.3218 -2.2533 -2.6200
44 C -0.8159 -0.0868 -3.0367
45 N -0.4711 -0.5501 0.2512
46 C 0.6083 -1.0325 1.0309
47 C -0.3078 0.9003 0.1409
48 H -4.8752 -0.7054 -2.0217
49 H -4.1621 -2.2091 -1.3924
50 H -3.4190 -1.3880 -2.7418
51 H -3.3025 -0.5697 0.8788
52 H -4.6946 -0.0728 0.0815
53 H -3.4345 1.1266 0.2198
54 H 1.1663 -1.5758 -2.7461
55 H 0.2462 -2.9017 -1.7471
56 H 0.0793 -2.8496 -3.4996
57 H 0.0636 0.5082 -2.7906
58 H -0.7041 -0.2066 -4.1143
59 H -1.6844 0.5406 -2.8365
60 H 1.5696 -0.5801 0.7870
61 H 0.4881 -0.9141 2.1077
62 H 0.8021 -2.0673 0.7482
63 H -1.2671 1.4148 0.0859
64 H 0.2969 1.0959 -0.7446
65 H 0.1958 1.3431 1.0002
66 O -7.8918 -3.4692 3.2900
67 P -7.1320 -4.7261 3.1267
68 N -5.9170 -4.7858 4.4124
69 C -5.9277 -3.8387 5.5325
70 C -4.7075 -5.6772 4.3906
71 N -6.2157 -4.8474 1.6581
72 C -5.4219 -6.0370 1.2455
73 C -6.1821 -3.6143 0.7481
74 N -8.1607 -6.0610 3.0772
75 C -7.9676 -7.2741 3.8357
76 C -9.3491 -6.0529 2.3231
77 H -5.7607 -2.8563 5.0907
78 H -5.2502 -4.1007 6.3451
79 H -6.8571 -3.7412 6.0936
80 H -3.9463 -5.3896 3.6653
81 H -4.9425 -6.6968 4.0849
82 H -4.2519 -5.8624 5.3633
83 H -5.5495 -6.3249 0.2020
84 H -4.3956 -5.6741 1.3030
85 H -5.6012 -6.9665 1.7858
86 H -7.1112 -3.0583 0.6226
87 H -5.4913 -2.8759 1.1552
88 H -5.8177 -3.7932 -0.2635
89 H -7.8708 -7.0126 4.8894
90 H -8.7674 -8.0079 3.7359
91 H -7.0972 -7.8678 3.5562
92 H -9.7043 -5.0251 2.2488
93 H -10.0906 -6.6968 2.7961
94 H -9.1850 -6.6494 1.4258
95 O 3.8391 4.4611 3.7408
96 P 2.7362 5.0135 4.5889
97 N 1.3784 3.9673 4.7011
98 C 0.4429 3.8642 3.6446
99 C 1.2942 2.7339 5.5571
100 N 2.1162 6.5406 3.9377
101 C 0.9910 7.3649 4.4858
102 C 2.8207 7.0480 2.7631
103 N 3.2099 5.5483 6.1813
104 C 4.5851 6.0668 6.4372
105 C 2.2823 5.6017 7.3164
106 H 0.5772 2.9485 3.0688
107 H 0.3021 4.8082 3.1183
108 H -0.5386 3.8960 4.1177
109 H 1.4359 1.8257 4.9713
110 H 0.2920 2.6323 5.9736
111 H 2.1235 2.7976 6.2615
112 H 1.1171 8.4107 4.2056
113 H 0.1054 7.0442 3.9373
114 H 0.8440 7.1895 5.5515
115 H 2.7275 8.1330 2.8092
116 H 3.8625 6.7284 2.7901
117 H 2.4227 6.6901 1.8136
118 H 4.8942 5.7474 7.4324
119 H 5.3159 5.5772 5.7935
120 H 4.6099 7.1527 6.3449
121 H 2.4097 6.2948 8.1480
122 H 2.3013 4.6541 7.8548
123 H 1.2617 5.6779 6.9413
124 O 7.5977 -3.7583 2.6945
125 P 7.1092 -2.6136 1.8924
126 N 6.6439 -3.1248 0.3106
127 C 5.3604 -3.8429 0.0547
128 C 7.8100 -3.4654 -0.7385
129 N 8.1415 -1.2863 1.6390
130 C 9.5274 -1.3376 2.0868
131 C 7.6849 -0.0327 1.1415
132 N 5.6214 -2.0206 2.5403
133 C 5.2207 -2.1898 3.9226
134 C 4.6589 -1.1706 1.8973
135 H 4.5534 -3.6157 0.7513
136 H 5.6814 -4.8557 0.2980
137 H 5.1453 -3.5862 -0.9826
138 H 7.3727 -3.9681 -1.6012
139 H 8.6580 -3.9715 -0.2771
140 H 8.3338 -2.5833 -1.1066
141 H 9.8736 -2.3146 1.7496
142 H 10.0919 -0.5415 1.6013
143 H 9.7323 -1.0889 3.1281
144 H 7.3832 -0.3211 0.1346
145 H 6.9253 0.3626 1.8159
146 H 8.5050 0.6723 1.0054
147 H 5.4875 -3.2041 4.2197
148 H 5.7252 -1.5444 4.6416
149 H 4.1733 -2.1954 4.2243
150 H 5.2170 -0.5672 1.1814
151 H 4.2740 -0.4415 2.6102
152 H 3.8058 -1.6829 1.4523
153 O 3.2425 -1.4665 -8.9292
154 P 3.5292 -1.7101 -7.5206
155 N 5.2114 -1.4644 -7.0781
156 C 6.1912 -2.4724 -7.1990
157 C 5.7008 -0.1693 -7.0970
158 N 3.1248 -3.3507 -7.0691
159 C 1.9799 -4.0427 -7.7037
160 C 3.6301 -3.9896 -5.8042
161 N 2.5808 -0.6919 -6.4512
162 C 1.4155 -0.0044 -6.9574
163 C 2.7503 -0.5372 -5.0425
164 H 6.9970 -2.0998 -7.8314
165 H 5.7849 -3.3959 -7.6115
166 H 6.5980 -2.8650 -6.2671
167 H 6.0180 0.1276 -6.0973
168 H 4.8337 0.4911 -7.0922
169 H 6.4963 0.0470 -7.8100
170 H 1.3116 -4.2207 -6.8612
171 H 1.3679 -3.4253 -8.3613
172 H 2.2581 -4.9793 -8.1870
173 H 4.0714 -3.2486 -5.1376
174 H 2.8606 -4.3829 -5.1399
175 H 4.4180 -4.7322 -5.9306
176 H 1.4097 1.0675 -6.7595
177 H 1.6173 -0.0963 -8.0246
178 H 0.5052 -0.5755 -6.7749
179 H 3.5923 -1.1029 -4.6438
180 H 1.8463 -1.0026 -4.6498
181 H 2.6730 0.5081 -4.7433
182 O -2.4924 6.9066 -2.6031
183 P -2.4878 6.8031 -1.1278
184 N -1.8004 5.3323 -0.6588
185 C -0.5268 4.9764 -1.4152
186 C -2.6745 4.1866 -0.3625
187 N -4.0691 6.8114 -0.3678
188 C -4.0713 6.9456 1.1243
189 C -5.1773 7.4509 -1.0026
190 N -1.3735 7.9120 -0.2493
191 C -0.6824 7.5591 1.0879
192 C -1.7032 9.3264 -0.4304
193 H -0.4893 5.3681 -2.4317
194 H -0.3353 3.9059 -1.3417
195 H 0.3888 5.3950 -0.9975
196 H -2.8954 3.6876 -1.3061
197 H -3.6519 4.3802 0.0795
198 H -2.1347 3.6768 0.4354
199 H -4.7989 6.2432 1.5309
200 H -3.2757 6.4763 1.7029
201 H -4.3028 7.9656 1.4309
202 H -5.5984 6.6563 -1.6184
203 H -5.7673 7.9990 -0.2680
204 H -4.8857 8.1304 -1.8035
205 H -1.3109 6.8533 1.6309
206 H 0.3137 7.1276 0.9892
207 H -0.5840 8.4848 1.6550
208 H -1.2340 9.8790 0.3835
209 H -2.7756 9.4952 -0.3325
210 H -1.2897 9.6470 -1.3867

---

Q: What is the formula in the second record?
A: C48H129N21O6P6